# 1
Entry from the OMol25 dataset: a structure of composition C50H24F5I4N4SV at a distorted geometry (ωB97M-V/def2-TZVPD).

Values from the calculation:
2S+1: 3
⟨S²⟩: 2.070
Frontier orbital gap (alpha / beta), eV: 5.4510 / 5.4191

Last column: Löwdin charge in e.
Cartesian coordinates (Å):
C  -3.951182  2.724891  2.205422  -0.02
F  -4.560782  -5.164509  0.068622  0.12
H  0.954318  4.097491  -3.630678  0.13
C  1.216018  -0.197109  2.931322  -0.21
C  -2.744782  4.311691  -4.682778  -0.14
H  2.246218  -2.777209  4.528422  0.13
H  1.001718  -1.152709  -4.841278  0.12
H  -2.130982  4.427991  1.402322  0.12
C  0.849718  0.119291  4.276922  0.03
H  -0.889382  1.167691  5.045322  0.11
C  2.020218  -3.739809  -3.498178  -0.01
C  -0.686082  2.694691  -0.979078  -0.20
C  3.870218  -2.225409  -3.726478  -0.02
I  -7.325782  3.022891  4.930922  0.84
H  4.424518  -2.505409  1.580322  0.12
H  -5.885682  3.619591  2.227922  0.10
H  -1.376782  4.799491  -1.146478  0.12
H  1.064618  -3.982709  -3.057778  0.13
C  -2.662582  -3.766309  0.057222  -0.24
C  5.548518  -0.776109  4.548422  -0.14
C  2.638418  -2.540809  -3.161878  -0.21
C  -0.593782  2.324691  -2.318778  -0.07
C  -0.048882  0.610591  -4.069778  0.03
H  3.978418  -3.282909  6.200122  0.10
F  -1.870982  -4.843509  0.051522  0.08
C  -0.477182  5.091991  -4.867278  -0.14
C  2.696018  -1.158109  1.238122  -0.23
C  3.165018  -2.209109  4.538222  -0.02
C  -1.317582  2.368991  1.077422  -0.22
H  -3.776082  3.049091  1.192922  0.10
H  5.448318  -2.857609  -5.028678  0.09
C  -4.035982  -3.936909  0.065522  -0.14
S  -0.376782  -2.271709  0.054922  0.84
N  0.257318  0.252691  2.071722  0.00
H  -0.441882  1.126791  -4.924578  0.12
H  -4.869482  1.222091  5.611822  0.10
H  4.350918  -1.289809  -3.479278  0.13
C  -1.807782  5.163091  -5.239078  -0.71
C  3.874218  -4.307509  -4.893478  -0.71
C  4.576218  -0.505909  3.605622  -0.02
C  -2.975082  1.975591  2.886222  -0.14
C  -1.676182  3.713291  0.742322  -0.01
I  -2.419382  6.607691  -6.658578  0.83
N  -0.597282  1.814791  0.069522  0.01
C  -1.681282  1.699391  2.279422  -0.04
C  -0.171382  1.064591  -2.710778  -0.21
H  -3.781182  4.369591  -4.974578  0.09
C  -0.082882  4.157491  -3.926778  -0.02
F  -5.129282  -0.471709  0.067522  0.11
H  6.467818  -0.210409  4.556122  0.09
C  5.322918  -1.777209  5.477522  -0.71
C  -2.345482  3.382091  -3.739878  -0.02
C  -5.480582  2.531591  4.030822  -0.71
H  0.249118  5.759391  -5.302578  0.09
H  4.739518  0.266091  2.868122  0.13
C  -4.600282  1.676091  4.670522  -0.14
N  1.962318  -0.822109  0.134222  -0.05
C  -1.264382  3.921491  -0.538778  0.03
H  4.132818  -3.043009  -1.036078  0.12
C  3.724218  -2.082809  0.888022  0.03
C  -4.336482  -1.549709  0.061722  -0.14
C  0.669218  -0.537909  -4.027078  0.03
F  -6.211682  -3.000709  0.095222  0.12
N  0.387918  0.165891  -1.853878  0.01
I  6.811418  -2.196309  6.921422  0.83
C  2.639918  -4.628109  -4.358578  -0.14
H  -2.740482  0.685891  4.595222  0.10
C  3.375618  -1.210209  3.594622  -0.21
C  4.490918  -3.104509  -4.595878  -0.14
H  1.452518  -0.093209  5.137222  0.11
H  -3.073582  2.719291  -3.295478  0.13
V  0.198318  0.007391  0.115922  0.81
C  -3.376482  1.396691  4.099622  -0.02
F  -2.407882  -0.155509  0.016622  0.05
C  0.988518  -0.767309  -2.643278  -0.24
C  -2.078782  -2.487709  0.054922  -0.50
C  1.986318  -1.622009  -2.199578  -0.09
C  3.572318  -2.354809  -0.434778  0.03
C  -4.886182  -2.829609  0.074522  -0.14
C  -2.961082  -1.402209  0.044622  -0.20
C  -0.709182  0.840191  2.829822  -0.20
C  -5.171782  3.020691  2.773422  -0.14
C  2.478218  -1.567609  -0.895878  -0.26
C  -0.361682  0.728791  4.222522  0.01
I  4.845518  -5.685709  -6.171378  0.83
H  2.162718  -5.565809  -4.597178  0.10
C  4.142018  -2.498509  5.476522  -0.14
C  2.382818  -0.846309  2.560722  -0.06
C  -1.013582  3.302491  -3.349678  -0.22

Cartesian forces (eV/Å) of the 6 atoms listed first:
0.1914 -0.1669 -0.0127
0.0153 0.0708 0.0066
0.0897 -0.0166 0.0326
0.2668 -0.1827 0.2316
-0.1456 0.0228 -0.0958
-0.1047 -0.0188 -0.0169

# 2
Entry from the OMol25 dataset: a cluster of 4 separate species, C50H32BrO7P in total at a distorted geometry (ωB97M-V/def2-TZVPD).

Values from the calculation:
Frontier orbital gap, eV: 7.6785
SMILES string: O=C1c2ccccc2C(=O)c2ccccc21.O=C1c2ccccc2C(=O)c2ccccc21.O=C1c2ccccc2C(=O)c2ccccc21.O=C(CPBr)c1ccccc1
Energy above the lowest of the compared OMol25 structures with the same formula, charge and spin, kcal/mol: 198.7

Last column: Löwdin charge in e.
Cartesian coordinates (Å):
C  -5.972617  -6.831821  -0.833340  -0.28
H  -1.473967  -0.540073  -0.274522  0.10
O  0.654184  7.566390  3.694332  0.09
H  1.846981  3.286774  1.992325  -0.06
C  4.064009  9.697250  2.819741  -0.28
C  1.976589  9.450265  4.158515  -0.09
C  -3.763994  2.635778  -0.136464  -0.07
C  -5.827470  -6.190867  0.488577  -0.09
C  -1.480287  3.010426  1.501554  -0.06
C  1.783340  -5.088776  -3.523612  -0.28
C  4.077359  -2.748130  -5.397702  0.01
H  -3.903889  0.436540  -1.353627  0.09
O  -7.082669  -6.992782  -1.327375  0.10
H  4.647025  -1.836993  -5.222468  0.12
C  -4.563311  -5.995027  1.042612  -0.09
C  3.078749  6.207657  0.559775  -0.14
C  3.459624  11.306017  4.619771  0.01
P  2.265760  2.833266  0.665677  0.58
C  -3.753586  -8.366171  -3.466767  -0.05
C  2.249259  6.616138  1.605209  -0.01
C  4.218103  6.946941  0.243219  -0.05
C  3.710343  8.497431  2.035245  -0.09
H  2.523170  0.212627  0.616864  0.09
H  1.686323  -2.777696  1.312093  0.11
H  0.705690  11.440850  6.614512  0.11
O  5.097145  10.311330  2.583603  0.10
C  3.361827  -2.722366  -3.015668  -0.28
C  1.685717  1.019073  0.481301  -0.40
H  3.124978  -1.839534  -0.471830  0.11
C  2.618076  -5.081521  -5.868112  0.01
C  -2.355143  -7.446394  -1.722946  0.01
H  4.380872  11.851657  4.423257  0.12
C  -4.763357  -7.283212  -1.550192  -0.09
C  1.750782  -4.437809  -2.198749  -0.08
H  -5.878019  -8.153192  -3.189315  0.12
C  -5.581756  -5.037478  3.022275  -0.06
H  3.365051  -4.957253  -7.885987  0.11
H  5.431319  8.658021  0.730052  0.12
C  -4.892057  -7.950906  -2.774158  0.01
C  4.538205  8.088241  0.981654  0.01
H  -7.733740  -4.909522  3.006333  0.11
H  1.358813  6.036699  1.843411  0.10
C  3.342558  -3.333581  -4.359537  -0.09
O  4.056267  -1.737451  -2.792314  0.09
H  2.821159  12.663254  6.167512  0.11
H  -3.856055  -8.891198  -4.413883  0.11
C  4.078300  -3.328788  -6.666994  -0.06
H  -4.764680  3.069653  -0.562681  0.08
C  -6.844935  -5.215387  2.458713  -0.06
C  0.420740  0.834210  1.559532  -0.32
C  -2.486329  -8.105581  -2.946037  -0.05
H  -0.753117  3.591817  2.233983  0.09
H  0.313561  -5.835623  -1.379247  0.10
H  4.859506  6.633963  -0.577829  0.11
C  -1.023147  1.496707  1.036363  -0.11
H  -7.960225  -5.931618  0.762168  0.12
C  -6.970523  -5.791377  1.193681  0.01
Br  1.052178  4.171595  -0.766377  0.29
H  0.268559  -4.764923  0.853669  0.11
C  1.658204  8.212957  3.418488  -0.28
C  3.150467  10.152253  3.887678  -0.09
C  2.581854  11.764677  5.603050  -0.06
C  2.528724  -3.308670  -1.947238  -0.09
C  0.907468  -4.359788  0.071918  -0.04
C  2.560875  7.769087  2.337970  -0.08
C  2.511653  -2.715135  -0.678082  0.00
C  2.601643  -4.490424  -4.598056  -0.09
O  1.135018  -6.106988  -3.731336  0.09
H  -3.457779  -5.276429  2.760893  0.12
H  -5.484353  -4.597320  4.012349  0.11
O  -2.238542  -6.172055  0.762877  0.09
O  0.543945  0.238156  2.750467  -0.06
H  4.643933  -2.868244  -7.473927  0.11
H  1.215406  0.900670  -0.600176  0.10
H  0.169281  9.381512  5.348042  0.12
H  -3.235852  4.699008  1.182905  0.10
C  -3.350683  -6.385297  0.296086  -0.27
H  2.052987  -5.992340  -6.058173  0.12
C  -3.307620  1.118935  -0.593737  -0.06
C  -1.899462  0.529616  0.006641  -0.02
C  1.395855  11.076236  5.856944  -0.06
C  1.094520  9.916662  5.140808  0.01
C  -4.440487  -5.421730  2.315046  0.01
C  1.701292  -3.242263  0.328544  -0.05
C  0.933992  -4.961481  -1.188073  0.02
H  2.833042  5.314505  -0.010596  -0.08
H  -1.362865  -7.251320  -1.319996  0.10
C  -2.890886  3.592807  0.896017  -0.06
C  3.356951  -4.499579  -6.899177  -0.06
C  -3.497011  -7.044508  -1.017727  -0.08
H  -1.598822  -8.421033  -3.490229  0.11

Cartesian forces (eV/Å) of the 6 atoms listed first:
-1.3743 -0.2262 -0.6381
-1.0813 2.5427 0.6603
0.5794 0.3715 -0.1613
-0.5002 -0.5840 -0.9838
1.2338 0.7093 -0.3005
-0.1409 0.4545 0.4246